Molecular formula: C25H40BrNOP2Pb
Method: DFT, ωB97M-V/def2-TZVPD

```
71
Properties=species:S:1:pos:R:3:forces:R:3
C -0.4538 6.8326 -2.8319 0.537 -0.008 0.460
C -0.4637 5.4536 -3.1529 -0.277 1.149 -0.989
C -0.9303 5.2443 -4.4703 0.154 -0.370 -0.442
C -1.2289 6.3012 -5.3630 0.212 -0.005 0.781
N -1.1364 7.5921 -5.0165 0.107 -0.601 0.144
C -0.7643 7.8452 -3.7618 -0.005 -0.640 0.120
C -0.1113 4.3725 -2.2065 -1.265 -0.673 0.942
C -0.1098 3.4758 -1.3540 -0.385 1.544 -1.385
C -0.4724 2.6839 -0.2029 0.997 1.478 -1.319
C 0.5143 2.3323 0.7295 0.225 1.122 1.907
C 0.0482 1.7960 1.9826 -0.861 1.739 0.565
C -1.3668 1.6729 2.2699 1.646 -3.205 -0.672
C -2.2533 1.7311 1.1739 -0.830 0.887 0.867
C -1.8070 2.2778 -0.0143 -0.452 1.273 -0.321
Pb -0.1972 0.1160 0.2191 0.312 -4.057 -0.586
P 2.2158 -1.7807 1.3045 1.104 0.510 -0.646
H -1.0409 4.2472 -4.8585 0.063 -0.296 -0.043
H -0.1628 7.1491 -1.8460 0.136 0.057 0.254
H -1.5352 6.1115 -6.4040 0.139 -0.122 0.689
H -0.6905 8.9078 -3.4932 -0.043 -0.597 0.084
H -2.4813 2.5797 -0.8025 -0.279 -0.409 -0.083
H 1.5994 2.5361 0.5499 -1.116 -0.156 0.235
H -3.3103 1.4702 1.3784 0.724 0.134 -0.558
H 0.7754 1.5750 2.7412 0.155 -0.213 0.288
C 2.8936 -3.3539 2.0360 -0.912 -0.653 0.536
C 4.0542 -4.0303 1.2925 -0.161 0.222 -0.043
H 2.0196 -4.0177 2.1616 0.418 -0.034 -0.325
H 3.1765 -3.1530 3.0873 -0.062 0.286 -0.539
H 4.3550 -4.9554 1.8243 -0.176 0.552 -0.371
H 3.7535 -4.2747 0.2568 0.320 -0.085 0.555
H 4.9062 -3.3299 1.2706 -0.172 -0.457 -0.120
C 2.9232 -1.6327 -0.4908 -0.292 -0.534 0.624
C 3.5775 -0.2956 -0.8269 0.137 0.186 -0.189
H 2.0635 -1.8377 -1.1565 0.221 0.124 0.205
H 3.6343 -2.4475 -0.7069 -0.300 0.334 0.259
H 3.6542 -0.1740 -1.9182 -0.054 -0.011 0.351
H 3.0329 0.5775 -0.4294 0.052 -0.151 -0.124
H 4.5989 -0.2403 -0.4305 -0.298 0.033 0.010
C 3.1162 -0.5361 2.3276 0.019 0.637 0.482
C 4.5818 -0.6743 2.7650 0.306 -0.133 -0.295
H 2.5467 -0.4398 3.2596 -0.295 -0.155 -0.114
H 2.9836 0.4351 1.8443 0.009 0.116 -0.185
H 4.9308 0.2767 3.2214 -0.265 -0.618 -0.233
H 4.6964 -1.4763 3.5178 0.066 0.376 -0.474
H 5.2258 -0.8773 1.8938 -0.074 -0.019 0.446
Br -1.9662 0.3404 3.6166 0.648 1.537 -0.473
P -2.5917 -3.2271 -0.4951 -1.919 -0.745 -0.995
C -0.8495 -3.7008 -0.3551 0.742 0.450 0.693
C -0.4082 -4.9933 -1.0422 0.008 -0.339 0.120
H -0.6498 -3.7238 0.7338 0.464 0.040 -0.451
H -0.2681 -2.9005 -0.8386 0.040 0.177 0.352
H 0.6547 -4.9269 -1.2968 -0.117 -0.077 0.073
H -0.5343 -5.8607 -0.3878 -0.086 0.101 -0.155
H -0.9566 -5.1795 -1.9675 -0.019 0.070 0.093
C -3.3972 -3.0242 1.1764 0.566 0.256 -0.167
C -4.6615 -3.8780 1.4032 -0.051 0.106 -0.049
H -3.6600 -1.9561 1.2575 0.132 -0.282 0.284
H -2.6267 -3.2618 1.9165 -0.140 0.106 0.193
H -4.8491 -3.9465 2.4849 -0.068 0.032 -0.348
H -5.5352 -3.3982 0.9280 0.367 -0.324 0.174
H -4.5731 -4.9037 1.0129 0.081 0.417 0.080
C -2.6245 -1.5400 -1.2579 0.003 0.078 0.362
C -2.9313 -1.5711 -2.7426 -0.110 0.340 -0.427
H -1.6427 -1.0415 -1.3250 -0.006 0.055 0.700
H -3.3577 -0.9336 -0.6780 0.464 -0.169 -0.439
H -3.2005 -0.5540 -3.0489 -0.091 -0.226 -0.252
H -2.0199 -1.8439 -3.2884 -0.302 -0.129 -0.034
H -3.7225 -2.2698 -2.9937 -0.106 0.031 -0.073
O -1.7473 4.4152 5.1103 0.223 -0.550 -0.221
H -2.3754 3.7035 5.3169 0.407 0.357 0.143
H -0.8670 4.1098 5.3905 -0.621 0.128 0.070
```
Forces are in eV/Å.

The LUMO energy is -8.21 eV. The charge is +2. For the relative energy (zero: lowest compared OMol25 entry of this formula, charge and spin), the calculation gives 0.0 kJ/mol. The HOMO energy is -12.9 eV. As for the frontier orbital gap: 4.67 eV. For the total energy, the calculation gives -123958.7547 eV.



Molecular formula: C25H40FN12O4P2
Method: DFT, ωB97M-V/def2-TZVPD

```
84
Properties=species:S:1:pos:R:3:forces:R:3
C 3.5225 -1.9923 0.7548 0.094 -0.725 0.180
C 2.2042 -2.1094 1.5130 0.895 0.926 0.053
O 1.1471 -2.7654 0.7167 0.262 0.537 0.410
C 0.1438 -1.9031 0.6716 -0.139 -0.929 -0.212
C -0.9790 -1.7801 1.4378 0.056 -0.176 0.190
N -1.7004 -0.6591 1.0100 1.580 -1.852 0.803
C -0.9995 -0.1791 0.0308 0.118 4.101 -4.136
P -1.3236 1.3489 -0.9830 -1.714 0.581 1.063
P 0.2050 2.7132 -0.2098 1.131 -0.076 0.370
O 0.3139 3.8979 -1.0367 -0.341 0.230 -0.447
O -0.3059 3.0374 1.3082 0.545 -0.937 -0.972
O 1.6457 1.9564 -0.0016 -1.365 0.261 0.421
N 0.1021 -0.8589 -0.2458 -1.084 -1.845 2.447
F 0.9938 -0.6133 -1.1870 -0.024 0.147 -0.198
H 3.7752 -2.9599 0.3001 -0.084 0.313 -0.099
H 4.3396 -1.7794 1.4564 -0.333 0.084 -0.034
H 3.5136 -1.1937 0.0062 -0.118 -0.285 0.036
H 2.3077 -2.5957 2.4884 -0.142 -0.289 -0.392
H 1.8641 -1.0866 1.7124 0.054 -0.300 0.218
H -1.2371 -2.4340 2.2574 -0.228 0.238 -0.107
H -2.6044 -0.2692 1.4047 0.266 -0.126 -0.347
H -1.0846 1.0679 -2.3465 0.734 -0.367 0.416
H 0.0482 2.3472 1.8869 -0.325 0.222 0.498
H 1.7363 1.6780 0.9228 0.585 -0.168 -0.081
C -6.0183 0.1532 -0.1814 -0.007 -0.019 -0.002
C -4.9605 0.1915 0.8189 -0.527 0.064 -0.506
N -4.1234 0.2254 1.5983 0.078 0.043 0.259
H -5.6808 0.6593 -1.0871 0.083 0.044 0.050
H -6.2631 -0.8817 -0.4157 0.045 -0.023 0.048
H -6.9054 0.6549 0.2019 0.021 0.013 0.032
C -5.7942 -1.5275 3.9722 -0.063 -0.189 0.020
C -6.1739 -2.8531 3.4814 0.164 0.629 0.253
N -6.4713 -3.8877 3.0974 -0.109 -0.475 -0.228
H -6.3348 -0.7611 3.4214 0.012 0.022 0.022
H -6.0334 -1.4399 5.0302 -0.016 -0.014 -0.004
H -4.7262 -1.3761 3.8348 -0.009 0.042 -0.003
C -3.6979 4.8560 -1.3137 0.355 -0.401 -0.130
C -4.0745 3.5311 -1.8064 0.164 0.758 0.241
N -4.3776 2.4987 -2.1942 -0.221 -0.606 -0.147
H -4.2646 5.6169 -1.8332 0.013 0.010 0.007
H -3.9038 4.9266 -0.2486 -0.061 0.056 -0.019
H -2.6337 5.0237 -1.4841 0.013 -0.070 0.013
C -1.1935 -3.9412 -3.0360 -0.162 0.232 0.237
C -2.1634 -3.0915 -2.3409 0.511 -0.396 -0.283
N -2.9215 -2.4268 -1.7986 -0.251 0.460 0.365
H -1.1382 -3.6594 -4.0838 0.032 -0.048 0.005
H -0.2094 -3.8253 -2.5842 0.001 -0.031 -0.004
H -1.4956 -4.9831 -2.9650 0.055 -0.008 -0.042
C -3.4592 -5.3121 -6.0046 0.094 -0.377 0.221
C -2.0412 -5.5841 -5.7359 -0.106 -0.441 0.286
N -0.9262 -5.7885 -5.4793 -5.067 5.438 -4.775
H -3.6405 -5.3564 -7.0767 -0.007 0.022 0.002
H -4.1013 -6.0422 -5.5054 0.050 0.081 -0.070
H -3.7121 -4.3160 -5.6436 -0.001 0.009 -0.022
C 3.5753 3.0777 3.8965 -0.485 -0.271 -0.198
C 3.1632 1.7446 3.4551 0.135 0.669 0.235
N 2.8463 0.6973 3.1137 -0.314 -0.291 -0.356
H 3.0115 3.8360 3.3541 -0.026 -0.022 -0.003
H 3.3887 3.1886 4.9622 0.071 -0.008 0.011
H 4.6287 3.2183 3.7072 0.003 0.017 -0.019
C 7.9464 2.4289 3.7675 -0.261 0.142 0.111
C 6.9652 3.2937 4.4269 0.599 -0.353 -0.204
N 6.1985 3.9695 4.9421 -0.050 0.314 0.272
H 8.0140 2.6821 2.7117 0.047 -0.008 0.004
H 8.9217 2.5595 4.2260 0.000 -0.043 0.004
H 7.6460 1.3875 3.8651 0.035 -0.007 0.006
C 11.6447 4.2881 3.3477 -0.057 -0.155 -0.054
C 11.2387 2.9510 2.9095 0.319 0.619 0.152
N 10.9229 1.9061 2.5683 -0.189 -0.425 -0.130
H 11.0878 5.0427 2.7955 0.010 0.002 -0.004
H 11.4455 4.4049 4.4114 0.016 0.004 0.001
H 12.7085 4.4274 3.1674 -0.001 -0.003 0.003
C 2.1060 -8.7899 -4.8344 -0.097 0.176 -0.323
C 1.1294 -7.6977 -4.7623 0.028 -0.192 -0.503
N 0.3429 -6.8482 -4.7228 5.032 -4.772 4.928
H 3.0017 -8.5139 -4.2814 -0.002 -0.014 0.008
H 1.6783 -9.6880 -4.3935 0.002 -0.001 0.010
H 2.3795 -8.9975 -5.8706 -0.012 -0.003 0.088
C -7.7388 6.8681 -2.5327 0.114 0.005 0.101
C -6.6272 6.9030 -1.5812 -0.574 0.053 -0.404
N -5.7580 6.9307 -0.8381 0.139 0.166 0.353
H -7.4600 7.3920 -3.4447 0.001 0.005 0.005
H -7.9849 5.8361 -2.7751 0.002 0.002 -0.001
H -8.6117 7.3501 -2.0973 0.007 0.005 0.003
```
Forces are in eV/Å.

The LUMO energy is -2.34 eV. The charge is +1. The HOMO energy is -9.6 eV. As for the frontier orbital gap: 7.27 eV. For the total energy, the calculation gives -73927.1385 eV.



Molecular formula: C25H40FNO19S
Method: DFT, ωB97M-V/def2-TZVPD

```
87
Properties=species:S:1:pos:R:3:forces:R:3
C -0.5498 -0.3091 3.5670 -0.659 1.027 0.154
C -1.0772 1.0551 2.7590 3.826 1.349 -2.153
O -0.1776 1.6915 1.9999 -6.767 -3.180 4.857
O -2.4840 1.4411 2.9560 3.757 0.122 0.570
C -2.7279 1.7202 4.4045 -1.213 -0.532 1.056
C -4.0123 2.7823 4.4796 0.175 -0.996 -0.097
C -5.2888 2.1979 3.5704 1.366 1.928 -0.500
N -5.6808 0.8636 4.1680 -1.179 1.185 -1.042
S -7.1776 0.2396 3.5211 -0.289 -9.058 -1.929
O -7.5627 -1.0074 4.4029 1.103 5.999 -2.477
O -6.8972 -0.3271 2.0882 -1.333 3.739 4.627
F -8.4935 1.3385 3.5359 3.262 -1.459 0.171
H 0.3473 -0.7394 2.9508 -1.762 0.934 1.371
H -0.2273 0.0619 4.6548 -0.475 -0.871 -2.470
H -1.4059 -1.1056 3.7137 1.694 1.717 -0.475
H -3.0152 0.6797 4.8994 0.509 2.152 -0.849
H -1.7781 2.1026 4.9715 -1.830 -0.400 -1.324
H -4.4152 2.8473 5.6000 1.156 -0.051 -2.453
H -3.6141 3.8112 4.0795 -1.044 -1.979 0.779
H -4.9710 2.1469 2.4316 -0.617 -0.166 2.366
H -6.1545 2.9969 3.6270 1.568 -1.921 0.162
H -4.9610 0.1124 3.9436 -1.485 0.983 0.055
C 0.9570 0.1907 -0.1844 0.216 0.011 0.453
C 2.3588 0.2645 -0.7538 -1.567 0.303 0.043
C 2.5220 -0.4957 -2.0353 -0.492 0.317 -0.824
O 3.9000 -0.8215 -2.0218 0.743 -0.229 0.913
C 4.2597 -0.9014 -0.7057 2.016 -0.893 0.792
O 5.3097 -1.3740 -0.3044 -2.226 1.006 -0.864
O 3.2843 -0.3854 0.1020 1.139 -0.565 -0.427
H 0.9165 0.6812 0.7942 0.108 -0.133 -0.544
H 0.2333 0.6713 -0.8494 0.147 -0.066 0.036
H 0.6511 -0.8491 -0.0240 0.096 0.031 -0.229
H 2.6719 1.3106 -0.8599 0.015 -0.096 -0.090
H 2.2723 0.1055 -2.9142 0.150 -0.211 0.102
H 1.9484 -1.4286 -2.0658 -0.096 0.172 0.116
C -0.2864 -4.7607 -5.3860 0.420 0.299 -0.102
C -0.5017 -3.9188 -4.1452 0.032 -1.377 -0.853
C -1.9476 -3.6734 -3.8354 -0.561 -0.705 0.203
O -1.9028 -2.4473 -3.1282 0.747 0.942 -0.091
C -0.8053 -1.7790 -3.5936 0.418 1.998 0.289
O -0.5706 -0.6021 -3.3774 -0.415 -2.371 -0.346
O -0.0074 -2.6034 -4.3376 -0.528 1.175 0.727
H 0.7817 -4.8302 -5.6191 -0.501 -0.046 0.164
H -0.6845 -5.7711 -5.2533 0.125 0.132 0.044
H -0.7663 -4.3052 -6.2593 -0.040 -0.028 0.204
H 0.0276 -4.3582 -3.2905 -0.127 0.051 0.000
H -2.3840 -4.4637 -3.2179 0.030 0.278 0.016
H -2.5678 -3.5333 -4.7275 0.189 -0.103 -0.037
C 2.4564 3.8225 2.1653 -0.469 0.055 -0.081
C 2.9680 3.9871 3.5816 -0.052 0.219 -1.471
C 4.0396 3.0046 3.9459 0.806 -0.027 -0.415
O 3.8954 2.9049 5.3511 -0.857 0.090 0.599
C 2.5806 3.1648 5.6184 -1.137 -0.322 1.984
O 2.0399 2.9561 6.6913 1.151 0.408 -2.295
O 1.9503 3.6856 4.5224 0.332 -0.516 1.212
H 1.6143 4.4989 1.9828 0.189 -0.054 0.014
H 3.2419 4.0325 1.4333 -0.005 0.033 0.157
H 2.0814 2.8067 1.9974 0.137 0.116 0.124
H 3.2911 5.0217 3.7517 0.055 -0.124 0.051
H 5.0402 3.3580 3.6809 -0.122 -0.090 0.228
H 3.8857 2.0100 3.5131 -0.103 0.145 -0.124
C 6.1776 -6.5543 -5.2761 0.194 0.034 -0.422
C 4.7635 -6.0284 -5.1406 1.414 -0.118 0.383
C 3.8841 -6.8959 -4.2916 0.208 -0.158 0.941
O 2.5947 -6.6178 -4.8066 -0.334 0.277 -0.969
C 2.7737 -6.2761 -6.1177 -1.473 0.094 -1.826
O 1.8746 -6.1849 -6.9364 2.069 -0.298 1.719
O 4.0951 -6.0544 -6.3913 -1.367 -0.160 -0.026
H 6.7483 -5.9374 -5.9787 -0.075 -0.019 0.228
H 6.6933 -6.5576 -4.3112 -0.123 0.064 -0.103
H 6.1823 -7.5723 -5.6812 -0.123 0.116 0.143
H 4.7757 -4.9908 -4.7843 -0.078 -0.123 0.043
H 3.9430 -6.6407 -3.2297 -0.194 -0.016 -0.192
H 4.0791 -7.9671 -4.4130 0.154 0.120 -0.064
C -4.1558 4.6419 -0.3837 -0.370 -0.065 0.294
C -2.9888 5.3758 0.2442 -0.986 -0.280 -1.034
C -1.6549 4.8019 -0.1269 0.344 -0.094 -0.879
O -0.8499 5.1631 0.9807 -0.362 0.180 1.039
C -1.6922 5.2418 2.0541 0.843 0.045 2.300
O -1.3261 5.3132 3.2151 -0.856 -0.164 -2.520
O -2.9998 5.2253 1.6545 1.019 0.019 0.664
H -5.1041 5.0404 -0.0072 0.154 0.043 -0.162
H -4.1424 4.7353 -1.4737 0.040 0.043 0.156
H -4.1394 3.5782 -0.1214 0.165 0.142 -0.068
H -3.0467 6.4477 0.0173 0.107 -0.092 0.006
H -1.2579 5.2281 -1.0526 0.083 -0.011 0.259
H -1.6569 3.7094 -0.2086 -0.177 0.070 0.013
```
Forces are in eV/Å.

The LUMO energy is -1.27 eV. As for the structure (SMILES): CC(=O)OCCCNS(=O)(=O)F.C[C@@H]1COC(=O)O1.C[C@@H]1COC(=O)O1.C[C@@H]1COC(=O)O1.C[C@@H]1COC(=O)O1.C[C@@H]1COC(=O)O1. The HOMO energy is -10.8 eV. As for the frontier orbital gap: 9.48 eV. For the total energy, the calculation gives -80514.3560 eV.



What is the frontier orbital gap in the third record? 9.48 eV